Record 1
Entry from the Open Molecules 2025 dataset: C34H29AuNO4Sb2 as an isolated structure (wB97M-V/def2-TZVPD).

The geometry in XYZ format:
```
71
Properties=species:S:1:pos:R:3:forces:R:3
N -2.020031 1.902336 2.605926 0.018 0.013 -0.002
C -3.477621 -2.894197 -2.766118 0.002 -0.001 -0.005
C -1.662924 4.508861 3.512932 -0.003 -0.002 -0.007
C 4.311707 0.610618 0.497405 0.000 0.014 -0.003
O -0.108082 0.869813 0.813505 -0.014 -0.011 0.023
C 3.117502 4.308178 -0.786849 0.002 0.002 -0.004
C 5.179353 -0.241161 1.163993 -0.004 -0.006 0.001
C -1.020326 -2.865556 0.318529 -0.013 -0.005 0.007
C 3.970895 5.260511 -1.324341 0.003 0.005 0.000
C 4.690574 -1.391021 1.767047 -0.005 0.005 0.003
H 2.958901 -2.593332 2.182466 0.000 -0.002 0.000
C -0.476057 -3.762821 -0.597449 -0.004 -0.001 -0.013
H -0.098524 -1.185677 -2.757766 -0.012 -0.001 0.001
H 4.694201 1.507992 0.025857 0.001 -0.001 0.000
H -6.144976 -4.779407 -3.642349 0.000 0.000 0.000
Sb -2.552170 -1.505615 -0.199154 0.010 0.013 0.023
H -1.528589 5.521893 3.866787 0.001 0.000 0.000
Au -3.435309 -0.348833 1.814795 -0.026 0.013 -0.017
C 4.678825 4.987281 -2.486501 -0.001 0.001 0.003
C 2.953835 0.299513 0.451393 0.003 -0.008 0.003
H 5.369144 -2.053857 2.287368 0.001 0.000 -0.002
H 1.477450 0.523926 -2.972074 0.017 0.011 0.009
H -2.199283 -0.133490 -2.490044 -0.018 -0.006 0.014
C -2.669182 3.712836 4.013421 0.000 -0.004 0.004
C -1.035537 2.676506 2.137766 -0.015 -0.018 0.007
H -2.563510 -2.496083 -3.194811 -0.002 -0.002 0.002
H 3.593181 1.846790 -3.095463 0.002 0.000 -0.003
H 2.565680 4.528416 0.117014 -0.001 -0.002 0.000
C -3.975771 1.567132 4.095421 -0.007 0.008 -0.044
C -4.314154 -3.668683 -3.556239 -0.003 -0.002 -0.004
C -1.596160 -0.173675 -1.582150 -0.001 -0.009 -0.024
C -2.826362 2.410746 3.521045 0.001 0.000 0.014
H 6.233543 -0.004791 1.211750 0.000 0.001 0.001
C 2.977237 3.079308 -1.425940 -0.003 -0.013 -0.013
H -3.355252 4.048564 4.777462 0.001 0.001 -0.001
H -5.280798 -2.922140 0.110717 0.002 0.000 0.002
Sb 1.744551 1.588496 -0.638771 0.010 0.016 -0.018
H -6.757063 -4.302187 -1.297044 -0.001 0.000 -0.002
H -1.022807 -2.204438 2.366571 -0.004 0.000 -0.001
H 0.686506 -3.830034 3.084402 0.001 -0.001 0.001
C 0.498969 -4.663871 -0.195143 0.000 0.000 0.002
C 0.922369 -4.684108 1.128057 0.002 0.005 -0.002
H -1.681285 0.796041 -1.093432 0.011 0.005 -0.011
H 0.914687 -5.363806 -0.908155 -0.001 0.000 0.000
H -4.049658 -3.873176 -4.585365 0.000 -0.001 0.000
C 2.454907 -0.852816 1.055354 -0.003 -0.011 0.001
C -0.139954 -0.504083 -1.905168 0.005 -0.007 0.018
H 0.334953 -1.047242 -1.085267 0.003 0.008 -0.009
C -0.590884 -2.887719 1.643108 0.018 -0.002 -0.001
C -5.836250 -3.910460 -1.708017 0.004 0.002 0.002
C 3.688784 2.802811 -2.592226 -0.004 -0.005 0.004
C -0.818307 3.982737 2.541916 -0.001 0.000 0.010
H 1.668330 -5.402297 1.443412 -0.001 0.000 0.002
H 4.082081 6.218104 -0.833915 0.000 0.001 -0.001
C -3.818006 -2.628685 -1.442502 0.009 -0.010 0.011
O 0.721794 2.861676 0.529972 0.005 -0.001 0.009
O -4.270746 0.462218 3.511001 0.005 -0.009 0.032
C -0.139838 2.058369 1.139009 0.012 0.008 -0.014
H 5.092930 3.549923 -4.026624 0.000 0.000 0.000
H 0.072812 1.542456 -2.685296 0.009 -0.002 -0.010
C 3.336495 -1.696257 1.711899 0.008 0.002 -0.003
C -5.001847 -3.135225 -0.914839 -0.001 -0.004 -0.014
H 1.399932 -1.092077 1.033975 -0.002 0.009 0.003
H 5.341906 5.734878 -2.900642 0.000 -0.001 0.000
H -0.824427 -3.781204 -1.624549 0.000 0.003 0.003
C 0.376143 -3.800310 2.047414 -0.010 -0.005 -0.002
C 0.678488 0.741579 -2.258418 -0.007 0.007 0.004
C 4.540371 3.760844 -3.121172 -0.002 0.001 0.002
H -0.012679 4.562934 2.117252 0.000 0.003 0.001
C -5.491706 -4.177164 -3.025141 0.000 0.001 0.000
O -4.532962 2.023214 5.072991 0.005 -0.005 0.013
```
Forces are in eV/Å.

Output
frontier orbital gap: 8.10 eV
energy above the lowest of the compared OMol25 structures with the same formula, charge and spin: 0.00 kcal/mol
highest occupied orbital energy: -0.4063 hartree
charge: +1
maximum force: 0.05 eV Å⁻¹
E_tot: -62169.764 eV

Record 2
Entry from the Open Molecules 2025 dataset: one molecule with the formula C7H15PS3 (wB97M-V/def2-TZVPD).

The geometry in XYZ format:
```
26
Properties=species:S:1:pos:R:3:forces:R:3
H -2.285375 0.415006 1.397506 0.698 1.478 1.348
S 2.360582 1.858409 -0.705970 -0.907 -0.851 0.638
C -2.459735 -1.457339 0.726537 -3.776 -0.184 0.730
H 4.656334 1.936850 -0.588862 -0.764 1.941 1.235
H 3.909279 3.617610 0.048087 0.079 -0.453 -0.091
C -0.475903 -1.121992 -0.709701 0.670 -0.839 2.638
H -3.857628 0.378370 0.672524 -0.632 -0.694 0.397
C -2.304266 0.544850 -0.748476 -2.341 0.153 0.890
H -2.968155 -1.795021 1.685193 0.991 0.014 -0.821
C -0.826140 0.335850 -0.756890 -0.989 -1.451 -4.016
C -2.841227 0.028748 0.600369 0.724 -0.425 -1.473
H 4.500974 -1.206385 -0.628849 -1.114 0.676 1.170
H -2.521160 1.621846 -0.850765 0.011 -0.344 -0.048
C 3.872857 2.523939 0.048453 1.506 -3.113 0.205
S 4.008440 -0.796209 0.643575 1.075 -0.669 -0.600
H -0.420243 0.748262 -1.664660 0.350 0.288 -0.552
H -0.407275 0.874918 0.000655 1.149 1.330 2.369
S 1.328985 -1.430462 -0.876837 -0.114 0.391 0.001
H 4.011532 2.037666 1.083925 -0.305 1.259 -1.332
H -0.771379 -2.645097 0.918518 0.739 -1.342 0.040
H -0.913636 -1.721543 -1.494867 -0.241 0.043 -0.310
P 2.049914 -0.047788 0.544442 0.662 0.863 -1.317
C -0.983803 -1.640177 0.697891 -1.034 0.105 -2.668
H -2.998920 -2.029665 -0.051187 0.424 0.009 0.056
H -3.022633 -0.004800 -1.447050 1.723 0.628 -0.011
H -0.641413 -1.025834 1.456434 1.413 1.188 1.523
```
Forces are in eV/Å.

Output
frontier orbital gap: 8.76 eV
energy above the lowest of the compared OMol25 structures with the same formula, charge and spin: 1.97 kcal/mol
highest occupied orbital energy: -0.3096 hartree
charge: 0
maximum force: 4.38 eV Å⁻¹
E_tot: -49296.670 eV

Record 3
Entry from the Open Molecules 2025 dataset: C22H36F18Li3N5O12S6 as an isolated structure (wB97M-V/def2-TZVPD).

The geometry in XYZ format:
```
102
Properties=species:S:1:pos:R:3:forces:R:3
C 2.805524 0.562544 1.418959 -1.652 0.297 -0.938
S -2.460453 -10.783118 -0.320248 -1.027 0.408 -3.163
F 3.820202 2.856741 -5.651650 0.030 0.272 0.415
H 11.718016 7.877480 -0.594824 -0.406 -0.441 -0.064
C 11.090113 8.565463 -1.160987 3.251 -0.954 -1.704
H -11.191045 -9.448249 3.824701 -0.013 -0.143 -0.201
H 8.128331 12.082995 -4.068102 0.282 0.136 -0.576
F 2.567684 1.164629 2.583521 0.534 -0.929 -0.586
N 1.062953 3.082473 -7.294794 2.930 1.221 0.264
H 12.202332 10.526760 -1.001346 0.135 -0.474 -0.251
H -11.822734 -7.471290 4.398736 -0.152 0.332 0.554
H 11.481389 8.507566 -2.176687 -0.082 -0.178 -0.126
Li 1.527488 -0.571180 -7.816012 -0.140 0.527 -0.074
F 3.855101 1.145122 0.837079 0.037 -0.335 0.175
C 9.641166 8.369250 -1.126660 -1.309 -0.105 0.004
H -8.182100 -6.431193 2.517633 0.091 -0.756 0.814
N -9.841432 -6.904127 3.987355 2.254 -0.201 1.735
H 8.938725 13.243975 -1.493869 -0.014 -0.257 0.590
H 9.831463 10.619106 -2.822651 0.061 -0.063 0.260
H -9.189190 -6.492755 6.008094 -0.227 0.121 -0.036
F -1.129370 -12.433406 -2.049975 0.415 0.766 -0.446
C -2.232970 -12.394087 -1.302730 1.679 0.632 1.237
F -2.256142 -1.781803 1.701034 -0.258 -0.500 -0.253
O -0.815825 -8.181535 0.133511 0.453 -1.077 1.940
H 10.909477 12.627764 0.201453 0.118 -0.302 -0.360
S -0.401178 3.610110 -7.428697 -3.590 3.362 -1.059
H 8.114164 9.745064 -0.647198 0.138 0.838 0.220
C -10.017203 -4.736198 4.994647 0.821 -0.264 0.307
F -2.415391 3.719379 -5.504756 0.755 -0.162 -0.459
N -1.115642 -10.808948 0.452494 0.998 3.435 2.301
C -1.826656 -0.982691 2.666466 1.215 2.386 -0.340
O -0.097397 1.064967 3.076501 0.144 -0.294 -0.072
O -2.447574 -8.862728 1.824884 0.571 -0.220 0.566
F -1.035715 -1.654424 3.495872 -0.291 -0.158 -0.108
C 11.414680 9.889914 -0.598694 -0.277 2.130 0.876
O 1.848324 5.133820 -5.821028 0.650 -0.917 -1.250
F 4.403109 2.958432 -7.733679 -0.845 0.916 1.110
H 7.720786 11.981342 -1.709093 0.022 -0.167 -0.047
Li 1.376851 6.775451 -2.122511 -0.180 -0.306 -0.242
H -8.101311 -5.797418 4.810425 -0.133 -0.241 -0.294
F 0.054532 -8.292293 3.417962 -0.650 0.068 -0.024
H -9.673026 -7.244810 1.941769 0.177 0.271 -0.239
H -9.737139 -4.136567 4.128558 -0.245 0.032 -0.032
H -8.427661 -8.455697 4.706441 0.070 0.256 -0.580
S -1.219302 -9.176681 1.144856 1.153 -0.177 -1.855
C -10.108716 -9.470621 3.697538 0.916 -1.312 -0.362
O -0.542059 5.050794 -7.769359 0.846 -2.584 1.616
N 0.061745 -0.174447 0.866741 3.473 0.731 -2.328
H -11.699101 -6.559206 2.994664 0.091 0.899 0.047
F 4.739839 4.711637 -6.450604 -1.254 -1.189 0.091
C -9.261658 -6.517071 2.641246 -0.749 -0.448 -0.326
S 2.124623 4.442789 -7.088694 -0.622 1.503 -0.282
C 0.190986 -9.264822 2.508425 -2.276 -0.398 0.138
H 7.902968 13.741116 -3.590735 -0.040 -0.047 0.349
O 1.018884 2.314638 0.278337 -0.118 -0.018 0.287
O -2.559393 -9.713199 -1.330778 -0.167 -1.598 0.827
C 9.160119 9.582428 -0.387158 -1.078 0.767 1.279
C -11.428514 -5.315945 4.942133 -0.636 0.173 -0.482
F -3.233868 -12.627798 -2.094804 -1.404 -0.300 -0.396
H 9.212513 8.353663 -2.128707 0.021 -0.080 -0.005
F -2.044205 -13.371408 -0.416485 -0.800 -0.574 0.373
F -0.949142 2.200737 -5.083224 0.388 -0.059 -0.153
C -9.535925 -10.836285 4.196943 -0.604 0.236 0.392
H -9.955247 -8.487147 5.514503 -0.126 0.680 0.099
O 2.286515 5.276737 -8.286126 0.137 -2.103 2.075
C 8.571523 12.887259 -3.480877 -0.723 -0.407 -0.715
Li -0.001656 -3.156297 -1.144513 -0.015 0.306 0.477
C 8.678282 12.356409 -2.070496 -0.032 0.556 0.351
O -3.594389 -10.944805 0.529493 -1.102 -0.777 -0.065
H 11.613791 9.718010 0.459078 -0.002 0.562 0.103
H -12.191669 -4.649115 4.540843 0.176 0.216 0.132
S 1.244970 0.903598 0.225607 0.207 -3.446 -0.348
N 10.123310 10.733256 -0.647585 0.117 -0.131 0.118
S -0.786712 0.561102 1.919141 -2.932 0.535 2.521
H -8.447298 -10.855468 4.248187 -0.016 0.257 -0.001
H 9.306226 7.463479 -0.621185 0.055 0.069 0.013
H -9.945229 -11.029160 5.188597 0.222 -0.102 0.173
C -9.500212 -8.373096 4.530614 -0.807 0.717 -0.970
H -9.708482 -4.174959 5.876581 -0.766 0.354 0.059
C -11.353695 -6.559690 4.028485 1.361 -1.238 0.404
F 0.146643 -10.437040 3.158404 0.195 0.456 -0.471
C 3.876898 3.682366 -6.674503 0.361 -0.067 -2.223
F 1.320399 -9.058864 1.936317 1.915 -0.330 -0.992
F -2.875614 -0.490064 3.340375 0.441 -0.383 -0.311
H 10.600591 11.401146 1.428690 -0.390 -0.271 -0.226
F 3.022015 -0.771616 1.532555 -0.148 1.486 0.203
H 9.268934 9.472589 0.691821 -0.394 -0.356 0.049
H -9.593798 -5.509194 2.392304 -0.494 -0.199 0.092
H 10.654682 12.097572 -2.134446 0.644 -0.705 -0.533
C 9.844356 11.375038 -2.037474 0.635 1.097 1.651
C -1.099871 3.426228 -5.589768 -0.677 0.728 -1.088
C 10.225851 11.833344 0.500876 -0.827 -0.723 -1.646
H -9.819242 -11.698283 3.592963 -0.203 0.316 -0.233
H -9.860305 -9.447751 2.636469 -0.071 0.519 -0.056
O -1.710723 1.468713 1.293876 -0.489 -0.250 0.133
O -1.270610 2.808145 -8.261139 1.045 -1.028 1.048
F -0.460804 4.311420 -4.820269 0.065 -0.277 0.236
H 9.232998 12.279662 0.557006 0.125 -0.203 0.437
H -11.746593 -5.586502 5.948968 -0.006 -0.186 -0.079
O 1.598424 0.321525 -1.079226 -0.166 0.446 1.512
H 9.530510 13.209735 -3.886410 0.054 -0.251 -0.036
C -9.149815 -5.974434 5.050024 -0.849 -0.357 -0.946
```
Forces are in eV/Å.

Output
frontier orbital gap: 3.64 eV
highest occupied orbital energy: -0.3526 hartree
charge: +2
maximum force: 5.03 eV Å⁻¹
E_tot: -169934.908 eV